Formula: BH24O10
Source: the OMol25 dataset
Level of theory: ωB97M-V with the def2-TZVPD basis set

Each atom is followed by the atoms it is bonded to, with distances in Å.
Positions of all 35 atoms, in Å:
1 B -0.48 -0.68 0.98  H2 1.079, H3 1.079, H4 1.079, H5 1.079
2 H -1.46 -0.22 0.98  B1 1.079
3 H 0.20 0.12 0.77  B1 1.079
4 H -0.25 -1.13 1.93  B1 1.079
5 H -0.39 -1.40 0.18  B1 1.079
6 O -4.62 -3.78 2.79  H7 0.957, H8 0.957
7 H -5.23 -3.78 3.52  O6 0.957
8 H -3.97 -3.12 3.02  O6 0.957
9 O 4.25 -0.85 -1.16  H10 0.957, H11 0.957
10 H 3.39 -0.54 -0.88  O9 0.957
11 H 4.51 -0.25 -1.86  O9 0.957
12 O 0.44 -5.16 3.03  H13 0.957, H14 0.957
13 H 0.16 -4.34 2.64  O12 0.957
14 H 0.19 -5.83 2.40  O12 0.957
15 O -4.06 -2.68 -1.21  H16 0.957, H17 0.957
16 H -3.26 -2.21 -0.96  O15 0.957
17 H -4.22 -3.28 -0.48  O15 0.957
18 O 2.33 1.81 3.96  H19 0.957, H20 0.957
19 H 2.96 1.28 4.46  O18 0.957
20 H 1.72 1.16 3.59  O18 0.957
21 O -1.42 1.48 -3.21  H22 0.957, H23 0.957
22 H -1.40 1.04 -2.35  O21 0.957
23 H -2.31 1.82 -3.28  O21 0.957
24 O 1.09 5.57 -2.37  H25 0.957, H26 0.957
25 H 0.44 4.89 -2.18  O24 0.957
26 H 0.79 5.97 -3.18  O24 0.957
27 O 1.00 -2.90 -5.43  H28 0.957, H29 0.957
28 H 1.61 -3.55 -5.10  O27 0.957
29 H 1.04 -2.18 -4.79  O27 0.957
30 O 4.32 3.98 0.26  H31 0.957, H32 0.957
31 H 3.57 4.48 -0.08  O30 0.957
32 H 3.96 3.48 0.99  O30 0.957
33 O -1.84 3.80 0.75  H34 0.957, H35 0.957
34 H -1.17 4.13 1.35  O33 0.957
35 H -1.87 2.86 0.93  O33 0.957

Its total charge is -1. As for the spin multiplicity: 1. The relative energy (zero: lowest compared OMol25 entry of this formula, charge and spin) comes out at 308.72 kJ/mol. For the total energy, the calculation gives -21539.901 eV. Its maximum force is 4.577 eV Å⁻¹.